{"formula": "C18H53O11", "method": "ωB97M-V with the def2-TZVPD basis set", "e_above_lowest_kcal_mol": 0.0, "spin_multiplicity": 1, "lumo_ev": -1.99, "total_energy_ev": -42017.1862, "charge": 1, "gap_ev": 7.774, "species": ["O", "H", "H", "H", "C", "C", "O", "O", "H", "H", "H", "H", "H", "H", "C", "C", "O", "O", "H", "H", "H", "H", "H", "H", "C", "C", "O", "O", "H", "H", "H", "H", "H", "H", "C", "C", "C", "O", "H", "H", "H", "H", "H", "H", "H", "H", "C", "C", "C", "O", "H", "H", "H", "H", "H", "H", "H", "H", "C", "C", "C", "O", "H", "H", "H", "H", "H", "H", "H", "H", "C", "C", "C", "O", "H", "H", "H", "H", "H", "H", "H", "H"], "positions_angstrom": [[0.16207, 0.55773, 1.00638], [0.29648, -0.38169, 0.68586], [-0.27429, 0.83321, 0.13042], [0.78838, 1.17696, 0.98913], [3.45248, 0.44306, -1.65484], [3.79878, -0.73772, -2.65068], [4.37890, -0.26901, -3.89359], [2.75220, -0.19335, -0.55618], [2.62569, 1.32507, -1.97918], [4.38760, 0.91343, -1.16906], [2.87066, -1.23220, -2.86684], [4.60466, -1.56094, -2.41481], [5.21638, -0.07462, -3.86247], [3.09911, -0.95030, -0.36937], [-0.26761, -0.07475, 4.76775], [-1.62316, -0.11494, 4.33383], [-1.64156, 0.30122, 3.05934], [-0.02533, -0.61370, 6.06719], [0.15147, 0.84749, 4.74818], [0.19776, -0.82464, 4.11577], [-2.26009, 0.66624, 4.90960], [-2.14335, -1.24181, 4.43934], [-2.46545, 0.83056, 2.88852], [0.91738, -0.76819, 6.08860], [-0.34963, 3.45368, -0.36817], [0.28590, 3.46407, -1.78514], [1.22244, 2.45145, -1.81929], [-1.42443, 4.41035, -0.21118], [0.10069, 3.55393, 0.50839], [-0.83752, 2.47893, -0.25113], [0.69086, 4.51142, -1.74470], [-0.36590, 3.43588, -2.55849], [2.02261, 2.59640, -1.59272], [-1.14086, 5.08091, 0.14026], [-1.20570, -2.27877, 2.16340], [0.16137, -2.95163, 1.79565], [-0.08244, -4.16057, 0.88300], [1.02657, -1.91901, 1.07958], [-1.73938, -2.83378, 2.76896], [-1.71726, -2.03226, 1.18115], [-1.15559, -1.29510, 2.73010], [0.65689, -3.41949, 2.59118], [-0.62563, -4.85064, 1.44888], [0.85670, -4.48020, 0.60519], [-0.50012, -3.86076, -0.00045], [1.93136, -2.06997, 1.03569], [1.62871, 1.88599, 2.29365], [2.84878, 1.05137, 1.79648], [2.72170, -0.38064, 2.12541], [2.87826, 1.20138, 0.38624], [0.72702, 1.38596, 2.21265], [1.66471, 2.60947, 1.67040], [1.61373, 2.07725, 3.29439], [3.76840, 1.54707, 1.98135], [1.93676, -1.00675, 1.52264], [2.60271, -0.34462, 3.17569], [3.73568, -0.75688, 1.87202], [3.83407, 1.51008, -0.11809], [-1.47514, -1.21522, -3.12162], [-0.44140, -0.07189, -2.56948], [-0.44189, 1.09615, -3.60812], [-1.06509, 0.37625, -1.38310], [-1.37375, -2.16552, -2.49797], [-1.04239, -1.62758, -4.05156], [-2.54693, -1.03765, -3.17780], [0.41451, -0.47979, -2.35048], [0.24385, 0.64644, -4.39151], [0.02966, 1.90249, -3.38541], [-1.36942, 1.26916, -4.18554], [-2.01807, 0.42592, -1.62104], [-4.11014, -1.92552, -2.34083], [-4.09894, -0.43502, -2.14386], [-3.49191, -0.16876, -0.70681], [-3.19304, 0.27971, -2.95070], [-4.62677, -2.29890, -3.18854], [-4.70808, -2.22657, -1.57434], [-3.03166, -2.22758, -2.18826], [-5.07369, 0.10596, -2.06393], [-3.30226, 0.86877, -0.52433], [-2.38537, -0.41999, -0.60236], [-4.00739, -0.70360, -0.02803], [-3.65535, 1.11112, -2.97026]], "forces_ev_per_a": [[-7.8, -5.4, -4.9], [1.4, -0.4, 0.8], [-1.2, -0.3, -0.3], [5.6, 3.0, -0.7], [-1.4, -0.8, 0.2], [2.8, 0.7, -1.2], [-8.6, -1.3, -0.4], [-4.1, -2.7, -9.5], [3.2, -3.6, -0.1], [-0.5, -0.6, -1.5], [-0.3, -0.2, -0.4], [-1.8, 1.6, 1.2], [7.2, 1.5, 0.8], [3.8, -8.0, 1.0], [2.0, -4.5, 1.3], [-5.6, -0.7, 3.8], [-1.6, 2.8, -3.4], [-0.8, 0.2, 0.2], [1.2, 3.0, -0.7], [0.7, 0.7, -0.6], [0.8, -1.7, -0.2], [1.4, 2.9, 0.2], [1.3, -0.9, 0.2], [0.2, -0.1, 0.3], [-5.0, -0.9, -3.4], [2.6, 3.4, 5.3], [-8.2, -2.6, -3.0], [-4.7, -11.7, -6.7], [3.9, 0.5, 3.0], [-0.3, 0.2, -0.3], [0.4, -0.8, -0.9], [-2.3, -0.4, -2.0], [8.1, 2.9, 2.9], [4.8, 11.4, 5.9], [3.9, 4.1, -3.5], [-1.7, 0.6, -1.9], [0.8, 2.4, 1.6], [-6.3, -2.5, -0.7], [-2.8, -3.5, 2.5], [0.2, -0.5, 1.2], [0.7, -2.0, -1.7], [1.1, 0.4, 1.7], [-0.9, -1.3, 0.5], [2.1, -1.5, -0.4], [-1.8, 0.6, -2.2], [2.2, -2.7, -0.6], [2.6, -4.2, 2.6], [-0.9, 1.8, -1.4], [1.9, -0.7, -1.2], [3.0, 12.8, 4.4], [-0.5, 0.2, 2.1], [-0.1, 5.9, -3.4], [0.8, 1.3, 2.7], [0.8, 0.1, 2.0], [2.3, 4.4, 3.3], [-0.3, -1.0, 1.3], [-0.4, -0.5, 0.5], [-3.9, -0.8, 3.5], [4.0, -2.8, 0.1], [-8.2, 2.0, -3.2], [-1.0, -7.1, -3.4], [1.2, 1.0, 1.0], [0.4, 1.2, -0.1], [-0.4, 0.5, -0.1], [3.0, -0.8, -1.2], [4.9, -1.9, 1.0], [-0.6, 0.5, 0.3], [2.5, 4.7, 1.7], [0.2, -0.2, 0.9], [1.4, 0.7, -0.4], [1.8, 0.9, -0.4], [0.1, 0.9, 3.7], [2.2, -0.2, -2.0], [-2.6, 3.4, -1.1], [0.2, -0.2, -1.3], [-1.5, -1.3, 2.5], [-2.3, -0.7, -0.1], [0.4, -0.9, -0.8], [-1.3, 1.1, 0.5], [-2.4, -1.6, 0.2], [-1.9, -1.2, 2.8], [0.1, 1.2, -0.7]]}

{"formula": "C18H54Br2CuN9O3P3", "method": "ωB97M-V with the def2-TZVPD basis set", "e_above_lowest_kcal_mol": 172.3, "spin_multiplicity": 2, "lumo_ev": [-2.88, -4.36], "total_energy_ev": -251681.3923, "gap_ev": [3.972, 2.503], "species": ["Cu", "Br", "Br", "O", "P", "N", "C", "C", "N", "C", "C", "N", "C", "C", "H", "H", "H", "H", "H", "H", "H", "H", "H", "H", "H", "H", "H", "H", "H", "H", "H", "H", "O", "P", "N", "C", "C", "N", "C", "C", "N", "C", "C", "H", "H", "H", "H", "H", "H", "H", "H", "H", "H", "H", "H", "H", "H", "H", "H", "H", "H", "O", "P", "N", "C", "C", "N", "C", "C", "N", "C", "C", "H", "H", "H", "H", "H", "H", "H", "H", "H", "H", "H", "H", "H", "H", "H", "H", "H", "H"], "positions_angstrom": [[7.79272, 6.51095, -27.03494], [11.34303, 5.36787, -29.51011], [6.56765, 6.57971, -22.72031], [6.08779, 1.56662, -26.64691], [5.92441, 0.11064, -26.23621], [4.29794, -0.39623, -26.14826], [3.32753, 0.27646, -25.24338], [3.66869, -1.17112, -27.22918], [6.60841, -0.44860, -24.71852], [5.90994, -1.41769, -23.86097], [7.82633, 0.16642, -24.30234], [6.70815, -0.94288, -27.38566], [7.14401, -0.49500, -28.65625], [7.07185, -2.32660, -27.05723], [3.10921, -0.50325, -24.51367], [2.36655, 0.65900, -25.58727], [3.84429, 1.05559, -24.68302], [2.62427, -0.90677, -27.39474], [3.89325, -2.23703, -27.19049], [4.13160, -0.95835, -28.19279], [5.47604, -2.35174, -24.21788], [6.52178, -1.79711, -23.04257], [5.11009, -0.87344, -23.35883], [7.63680, 1.14910, -23.87043], [8.51196, -0.40709, -23.67856], [8.49944, 0.40063, -25.12706], [7.52504, 0.52202, -28.56365], [7.87935, -1.13787, -29.14006], [6.23325, -0.45637, -29.25384], [6.48125, -2.58065, -26.17704], [8.15311, -2.31202, -26.92025], [6.77571, -2.88383, -27.94600], [9.66638, 11.34927, -26.15335], [10.39985, 12.49251, -25.55542], [11.22274, 13.22197, -26.83208], [12.31337, 12.64652, -27.54977], [10.25285, 13.77952, -27.88572], [11.56830, 11.94954, -24.39197], [12.46853, 12.87211, -23.68676], [11.82764, 10.50420, -24.07008], [9.40725, 13.73820, -24.95206], [8.21061, 13.25630, -24.14408], [9.65820, 15.15917, -24.74134], [13.03756, 13.42327, -27.79539], [11.87628, 12.16823, -28.42629], [12.81481, 11.83381, -27.02426], [10.04777, 13.15522, -28.75538], [10.75241, 14.63968, -28.33141], [9.25192, 14.05509, -27.55360], [12.66288, 12.54915, -22.66401], [13.44851, 12.88165, -24.16385], [12.03810, 13.87016, -23.60475], [11.80682, 9.77700, -24.88177], [12.71362, 10.47625, -23.43575], [10.98655, 10.11155, -23.49869], [7.56998, 14.11742, -23.95393], [7.47177, 12.74573, -24.76177], [8.49247, 12.79488, -23.19764], [10.58141, 15.49267, -25.21522], [9.79615, 15.34995, -23.67706], [8.98272, 15.88710, -25.19073], [4.54802, 8.95136, -29.98790], [3.83344, 9.46925, -31.20039], [3.58438, 11.12933, -31.33442], [2.98506, 11.68610, -32.54414], [3.30155, 12.01034, -30.19241], [2.15909, 8.75630, -31.38896], [1.23661, 8.83663, -32.59300], [1.51059, 8.02520, -30.30841], [4.55335, 9.13057, -32.61490], [5.97885, 9.52791, -33.01055], [4.15367, 7.93862, -33.35180], [3.36533, 11.01237, -33.31200], [3.36589, 12.69983, -32.66826], [1.90781, 11.56168, -32.43385], [2.84843, 12.96299, -30.46667], [4.06228, 12.10204, -29.41717], [2.62054, 11.46598, -29.53819], [1.69866, 9.45580, -33.36192], [1.03266, 7.84958, -33.00800], [0.23474, 9.14222, -32.29139], [2.13001, 7.21177, -29.93060], [1.46005, 8.65331, -29.41904], [0.49684, 7.69081, -30.52895], [6.25183, 9.95239, -32.04443], [6.63520, 8.82755, -33.52707], [5.84914, 10.41003, -33.63755], [3.34544, 7.36583, -32.89706], [4.92210, 7.17003, -33.26890], [4.07036, 8.09825, -34.42682]], "forces_ev_per_a": [[-0.3, 0.1, 0.8], [-0.1, 0.0, 0.0], [0.2, 0.0, -0.8], [0.2, -2.5, 1.1], [0.7, -0.3, -0.8], [-0.2, 0.6, -0.7], [1.4, -1.1, 1.2], [1.3, 0.2, -0.9], [-1.6, -0.8, -2.3], [-0.3, 1.0, 1.2], [1.1, 1.2, -0.1], [-0.9, 0.6, 2.9], [-0.9, 1.2, -0.6], [-0.7, 1.7, -0.3], [-0.5, 0.1, 0.4], [0.4, 0.0, -0.9], [-0.1, 0.2, -0.2], [0.0, -0.3, 0.6], [-0.7, -0.3, 0.7], [0.2, 0.5, -0.2], [0.1, 0.3, -1.2], [0.6, 0.5, -0.1], [-0.3, -0.3, 0.2], [0.1, 0.0, 0.5], [-0.7, -0.4, 0.4], [-0.3, -0.1, -0.6], [0.2, 0.0, -0.3], [0.0, -0.1, 0.3], [0.3, 0.1, -1.0], [0.5, -0.6, -0.1], [0.0, -0.8, 0.3], [0.1, -0.7, 0.3], [-0.4, -0.1, 1.3], [1.0, -0.6, -0.4], [-2.4, 1.8, -0.2], [0.3, -0.9, 0.1], [0.7, 0.5, 0.4], [-0.7, 0.1, -0.9], [-0.3, -0.3, -0.2], [-1.5, 0.7, 0.2], [-1.0, -1.1, 0.4], [0.1, 1.2, -1.2], [1.6, 0.0, -0.2], [0.1, -0.1, -0.3], [0.5, 0.0, -0.4], [0.1, 0.2, 0.4], [0.4, -0.9, 0.3], [-0.1, 0.3, 0.2], [0.4, 0.1, 0.7], [-0.3, -0.2, 0.1], [0.1, 0.4, -0.2], [0.1, 0.0, -0.3], [0.7, 0.6, -0.6], [0.1, -0.3, -0.4], [0.0, 0.2, 0.5], [0.6, 0.5, 0.5], [0.7, -1.1, 0.0], [-0.2, -0.3, -0.2], [0.4, -0.5, 0.0], [-0.3, 0.3, 0.1], [-0.9, -0.6, 0.1], [-1.3, 1.1, -0.9], [-2.5, -0.6, 1.0], [1.3, 0.8, 0.8], [0.8, -1.5, 0.4], [-0.5, -1.8, 1.6], [0.6, 0.6, -1.0], [1.4, -0.2, 1.1], [1.2, 0.4, 1.3], [0.9, -1.9, -2.8], [-2.6, 2.2, 1.7], [0.6, -1.3, 0.3], [-0.4, 0.5, -0.6], [-0.4, 0.0, -0.2], [-0.2, 0.7, -0.5], [0.3, -0.2, -0.1], [1.0, 0.5, -0.8], [-1.0, 0.2, -0.1], [-0.4, 0.0, 0.0], [0.5, -0.3, -0.1], [0.2, 0.8, 0.1], [-0.1, -0.5, -0.4], [-0.4, 0.3, 0.1], [0.2, 0.0, -0.3], [1.5, -0.3, -0.2], [-0.5, -0.5, 0.7], [0.3, 0.0, -0.4], [-0.5, 0.8, -0.3], [0.7, 0.1, 0.0], [-0.5, 0.3, 0.0]]}